Entry 1:
{
  "formula": "C21H24ClN3O4",
  "method": "wB97M-V/def2-TZVPD",
  "smiles": "COC(=O)c1ccc(N2CCN(C)CC2)c(NC(=O)COc2ccccc2Cl)c1",
  "total_charge": 0,
  "homo_ev": -8.1376,
  "spin_multiplicity": 1,
  "orbital_gap_ev": 8.762,
  "de_lowest_kj_mol": 28.5,
  "elements": ["C", "O", "C", "O", "C", "C", "C", "C", "N", "C", "C", "N", "C", "C", "C", "C", "N", "C", "O", "C", "O", "C", "C", "C", "C", "C", "C", "Cl", "C", "H", "H", "H", "H", "H", "H", "H", "H", "H", "H", "H", "H", "H", "H", "H", "H", "H", "H", "H", "H", "H", "H", "H", "H"],
  "positions_angstrom": [[-7.58423, -0.39475, -0.50749], [-6.29672, 0.19405, -0.42491], [-5.29322, -0.64676, -0.10638], [-5.46915, -1.82235, 0.09820], [-3.98493, 0.03765, -0.03504], [-3.86110, 1.41155, -0.21399], [-2.61922, 2.00776, -0.13641], [-1.47032, 1.25975, 0.11685], [-0.19604, 1.83184, 0.21944], [-0.11626, 3.24952, 0.52283], [1.30566, 3.56157, 1.01507], [2.33774, 3.20108, 0.06547], [2.47798, 4.11506, -1.04685], [2.18013, 1.81213, -0.31441], [0.76915, 1.47702, -0.81458], [-1.61017, -0.12654, 0.34341], [-0.47040, -0.84435, 0.73228], [-0.28766, -2.18456, 0.72892], [-1.05618, -3.00964, 0.29035], [1.04281, -2.60080, 1.37654], [2.10085, -1.68496, 1.20076], [2.73015, -1.66142, -0.01000], [2.21006, -2.19397, -1.18322], [2.92060, -2.09629, -2.36848], [4.15240, -1.46972, -2.40152], [4.68498, -0.93615, -1.23926], [3.98096, -1.03493, -0.05484], [4.63630, -0.37941, 1.40231], [-2.85414, -0.72428, 0.25149], [-8.26849, 0.40509, -0.77935], [-7.59412, -1.18287, -1.26349], [-7.86520, -0.83058, 0.45378], [-4.73612, 2.00506, -0.42457], [-2.53847, 3.07162, -0.29577], [-0.34358, 3.87294, -0.35664], [-0.83288, 3.48173, 1.31248], [1.49212, 2.99010, 1.92964], [1.39049, 4.62455, 1.24744], [2.67673, 5.11125, -0.65326], [3.33522, 3.80358, -1.64253], [1.60204, 4.17334, -1.70812], [2.39249, 1.21238, 0.57501], [2.91392, 1.56241, -1.08270], [0.55966, 2.03997, -1.73910], [0.69810, 0.41567, -1.05402], [0.28424, -0.26991, 1.09248], [1.30984, -3.59975, 1.01382], [0.88472, -2.65426, 2.45892], [1.24854, -2.68302, -1.18034], [2.49999, -2.51577, -3.26921], [4.70310, -1.39676, -3.32605], [5.64702, -0.44906, -1.24293], [-2.96527, -1.78455, 0.41192]]
}

Entry 2:
{
  "formula": "C4H10NS2",
  "method": "wB97M-V/def2-TZVPD",
  "total_charge": 1,
  "homo_ev": -12.3881,
  "spin_multiplicity": 1,
  "orbital_gap_ev": 7.104,
  "de_lowest_kj_mol": 80.9,
  "elements": ["C", "S", "S", "H", "H", "H", "H", "C", "C", "C", "N", "H", "H", "H", "H", "H", "H"],
  "positions_angstrom": [[1.53894, -2.62034, -0.05433], [0.83034, -1.59428, -1.37460], [2.50672, -0.86724, -2.31379], [2.29446, -3.27784, -0.47155], [0.70705, -3.22065, 0.32788], [1.94208, -2.01108, 0.74839], [2.77662, 0.18245, -1.52231], [-0.71579, 1.75141, 0.78550], [-0.78475, 3.04891, 0.58288], [-1.79166, -0.34670, 0.34414], [-1.67422, 0.90797, 0.15858], [-0.00567, 1.21268, 1.39366], [-1.55225, 3.48805, -0.04000], [-0.08405, 3.72117, 1.05605], [-2.59277, -0.90176, -0.12197], [-1.03265, -0.84472, 0.93209], [-2.36238, 1.37196, -0.43064]]
}

Entry 3:
{
  "formula": "C27H56BN3O12P3S2Si",
  "method": "wB97M-V/def2-TZVPD",
  "total_charge": 1,
  "homo_ev": -11.4781,
  "spin_multiplicity": 1,
  "orbital_gap_ev": 7.693,
  "de_lowest_kj_mol": 0.0,
  "elements": ["C", "N", "C", "C", "N", "O", "C", "O", "C", "C", "C", "C", "C", "C", "C", "B", "N", "O", "Si", "C", "C", "C", "C", "S", "P", "O", "S", "H", "H", "H", "H", "H", "H", "H", "H", "H", "H", "H", "H", "H", "H", "H", "H", "H", "H", "H", "H", "H", "H", "H", "H", "H", "H", "O", "P", "O", "C", "C", "O", "C", "C", "O", "C", "C", "H", "H", "H", "H", "H", "H", "H", "H", "H", "H", "H", "H", "H", "H", "H", "O", "P", "O", "C", "C", "O", "C", "C", "O", "C", "C", "H", "H", "H", "H", "H", "H", "H", "H", "H", "H", "H", "H", "H", "H", "H"],
  "positions_angstrom": [[2.12152, 5.12150, -0.97348], [3.48782, 4.61612, -1.27455], [3.50960, 3.79041, -2.47713], [4.27597, 2.49019, -2.32337], [3.96741, 1.43265, -1.65622], [2.83456, 1.28074, -0.92238], [2.67148, 2.14540, 0.23246], [1.57543, 2.58584, 0.37210], [3.75483, 2.37614, 1.22903], [4.96401, 3.01517, 0.99956], [5.88776, 3.19653, 2.01428], [5.61209, 2.74471, 3.29597], [4.39126, 2.13011, 3.53149], [3.47398, 1.93044, 2.52188], [4.87549, 0.27209, -1.79617], [4.05951, -0.63915, -2.93296], [3.90967, -2.05959, -2.77672], [3.45008, -0.02577, -4.02688], [5.12517, -0.97199, -0.31589], [5.93756, -0.19440, 1.20704], [6.27756, -2.38369, -0.83140], [3.51796, -1.72848, 0.29689], [6.17326, 0.72032, -2.51224], [6.73011, -0.26983, -3.96793], [7.75918, 0.93590, -1.54302], [8.88976, 1.28832, -2.41886], [5.75684, 2.39838, -3.18614], [1.37833, 4.35166, -1.16824], [2.06407, 5.31272, 0.09620], [1.85946, 6.00111, -1.56174], [4.01166, 5.45619, -1.48099], [2.51614, 3.59327, -2.88745], [4.03276, 4.33608, -3.26839], [5.22727, 3.38508, 0.02022], [6.83003, 3.68517, 1.80584], [6.32820, 2.86862, 4.09523], [4.15409, 1.79933, 4.53380], [2.53209, 1.43389, 2.71315], [4.79463, -2.50678, -3.00729], [3.25631, -2.40034, -3.47650], [4.09217, 0.16771, -4.71378], [5.15890, -0.03732, 1.94850], [6.51389, 0.70637, 1.01520], [6.63670, -0.92163, 1.62718], [7.16804, -2.38219, -0.20395], [5.76794, -3.34310, -0.78128], [6.65273, -2.26343, -1.85405], [2.62603, -1.15703, 0.03939], [3.56686, -1.92028, 1.36819], [3.41365, -2.68099, -0.22180], [6.18540, 0.42057, -4.98184], [7.45569, 1.95826, -0.62065], [8.03873, -0.23263, -0.81293], [-0.31974, -1.55293, -1.45793], [-1.11587, -1.03322, -2.58958], [-1.09338, 0.58494, -2.49502], [0.14977, 1.25152, -2.69102], [0.64562, 1.18170, -4.12255], [-2.63883, -1.32799, -2.12819], [-2.95481, -2.14517, -0.99692], [-3.19410, -1.29355, 0.23005], [-1.41666, -1.16006, -4.14765], [-2.53345, -1.87110, -4.72979], [-3.71402, -0.94846, -4.91944], [0.88708, 0.82723, -2.01081], [-0.00900, 2.29145, -2.39876], [0.89698, 0.15884, -4.40196], [1.53992, 1.79355, -4.25117], [-0.12392, 1.52953, -4.81204], [-2.18346, -2.89259, -0.82037], [-3.86798, -2.68776, -1.25027], [-2.36087, -0.61310, 0.40920], [-3.33300, -1.91526, 1.11578], [-4.08320, -0.67503, 0.09480], [-2.78484, -2.75290, -4.14529], [-2.19434, -2.22619, -5.70325], [-3.97037, -0.42222, -4.00303], [-4.58361, -1.51617, -5.25066], [-3.48425, -0.18743, -5.66663], [-5.78680, -2.81923, 3.63714], [-7.09372, -2.13437, 3.59121], [-6.82123, -0.54110, 3.61723], [-6.17507, 0.07143, 2.49789], [-7.06041, 0.09711, 1.26534], [-7.66266, -2.35271, 5.09757], [-7.04391, -3.23886, 6.02930], [-6.10599, -2.48384, 6.94688], [-8.53517, -2.10502, 2.91175], [-9.73639, -2.67700, 3.47083], [-10.47910, -1.65622, 4.30075], [-5.23905, -0.45325, 2.28697], [-5.92672, 1.08917, 2.79596], [-7.24929, -0.91267, 0.89350], [-6.58445, 0.66794, 0.46660], [-8.02680, 0.54484, 1.49478], [-6.53398, -4.05522, 5.52059], [-7.85007, -3.68518, 6.61644], [-5.39180, -1.89055, 6.37582], [-5.55513, -3.17107, 7.59021], [-6.66707, -1.79109, 7.57570], [-9.51691, -3.58480, 4.02812], [-10.35687, -2.97124, 2.62370], [-9.83661, -1.19314, 5.04575], [-11.32069, -2.12692, 4.80957], [-10.85545, -0.85303, 3.66551]]
}

Entry 4:
{
  "formula": "C3H9NO",
  "method": "wB97M-V/def2-TZVPD",
  "total_charge": 1,
  "homo_ev": [-12.9295, -12.9250],
  "spin_multiplicity": 2,
  "orbital_gap_ev": [6.294, 3.216],
  "s2": 0.758,
  "de_lowest_kj_mol": 387.7,
  "elements": ["C", "N", "H", "H", "H", "H", "C", "O", "C", "H", "H", "H", "H", "H"],
  "positions_angstrom": [[2.81272, 0.73028, -1.31490], [2.52429, 1.33876, -0.25971], [3.59940, 0.01676, -1.33226], [2.22644, 0.97964, -2.28278], [3.31048, 1.61529, 0.46470], [-2.70490, -1.76975, -0.57879], [-1.98744, -0.94227, 0.97229], [-2.21759, -0.99606, -0.44554], [-0.84024, 0.11766, 0.93890], [-1.80361, -1.93468, 1.35106], [-2.85420, -0.59634, 1.67835], [-0.10329, -0.38780, 0.24931], [-0.37978, 0.30639, 1.97710], [-1.13009, 0.93367, 0.27785]]
}

Entry 5:
{
  "formula": "C15H21AsN6OPReS4",
  "method": "wB97M-V/def2-TZVPD",
  "total_charge": 2,
  "homo_ev": [-13.7012, -13.7013],
  "spin_multiplicity": 1,
  "orbital_gap_ev": [6.101, 6.100],
  "elements": ["Re", "C", "N", "C", "C", "N", "C", "P", "C", "N", "C", "C", "N", "C", "C", "N", "C", "C", "N", "C", "H", "H", "H", "H", "H", "H", "H", "H", "H", "H", "H", "H", "H", "H", "H", "S", "As", "S", "S", "S", "C", "O", "C", "C", "H", "H", "H", "H", "H", "H"],
  "positions_angstrom": [[-0.66570, -0.86684, -1.16443], [-0.44784, 2.22711, 3.67852], [-0.94107, 1.31705, 2.61470], [-2.08831, 0.61772, 2.73105], [-2.22581, -0.15455, 1.57493], [-1.16317, 0.10480, 0.76563], [-0.37303, 0.99433, 1.44694], [1.16290, 1.60473, 0.79675], [0.44246, 2.08106, -0.91031], [-0.36452, 1.27620, -1.64595], [-1.00916, 2.06179, -2.55033], [-0.63640, 3.34412, -2.33492], [0.26757, 3.33706, -1.30872], [0.94055, 4.51606, -0.79336], [2.00685, 0.03666, 0.22795], [1.44747, -0.77129, -0.67237], [2.42834, -1.65593, -1.05665], [3.51681, -1.33892, -0.35491], [3.26197, -0.34227, 0.44952], [4.18952, 0.28637, 1.41503], [-0.91095, 1.84815, 4.64907], [0.63861, 2.20199, 3.68088], [-0.75644, 3.23317, 3.32271], [-2.71841, 0.69138, 3.60731], [-2.96123, -0.86896, 1.31051], [-1.79758, 1.73266, -3.18603], [-0.91196, 4.22062, -2.83477], [1.98326, 4.59216, -1.01320], [0.35830, 5.36156, -1.22699], [0.63659, 4.61832, 0.33035], [2.22306, -2.41140, -1.81558], [4.47055, -1.91451, -0.36416], [5.22575, 0.08552, 1.08149], [3.99801, 1.38015, 1.33618], [3.95901, -0.13811, 2.39586], [-3.76388, -3.51875, -4.40044], [-2.46667, -2.17850, -3.74375], [-0.30058, -2.14601, -2.86593], [-2.89860, -0.73078, -1.93822], [-2.90579, -0.27983, -4.46364], [-2.24764, -4.37921, -0.79712], [-1.37353, -3.66916, 0.09440], [-0.77623, -2.51880, 0.15882], [0.03397, -2.54315, 1.46094], [-1.98668, -5.40458, -0.57992], [-1.98685, -4.15801, -1.77832], [-3.24897, -4.04315, -0.48229], [0.96696, -3.00933, 1.02282], [-0.43244, -3.16116, 2.21944], [0.20092, -1.56755, 1.91048]]
}

Entry 6:
{
  "formula": "C6H14O3",
  "method": "wB97M-V/def2-TZVPD",
  "total_charge": 0,
  "homo_ev": -8.0069,
  "spin_multiplicity": 1,
  "orbital_gap_ev": 8.644,
  "de_lowest_kj_mol": 332.8,
  "elements": ["C", "C", "C", "C", "C", "C", "O", "O", "O", "H", "H", "H", "H", "H", "H", "H", "H", "H", "H", "H", "H", "H", "H"],
  "positions_angstrom": [[-1.54867, -1.70432, 0.67293], [-1.00509, 0.03015, -0.13257], [0.38852, -0.23145, -0.26021], [0.93816, 1.55476, -0.89969], [0.85992, -1.23390, -1.28066], [1.64932, 2.23482, 0.24468], [-2.30354, -1.39582, 1.81408], [-0.64014, -2.69741, 1.04014], [-1.36312, 0.96365, 0.84324], [-0.04030, -2.30418, 1.68928], [-2.05097, -0.50485, 2.10247], [-2.23303, 1.32355, 0.61275], [-2.19115, -2.12522, -0.10672], [-1.57640, 0.14505, -1.05290], [0.90894, -0.28829, 0.69584], [1.59873, 1.33816, -1.74010], [0.09362, 2.13758, -1.27302], [1.91410, -1.06720, -1.51854], [0.79516, -2.25734, -0.90281], [0.28194, -1.16810, -2.20509], [2.04339, 3.22197, -0.03351], [0.98066, 2.38923, 1.09859], [2.49994, 1.63914, 0.59182]]
}

Entry 7:
{
  "formula": "C4H5EuO4",
  "method": "wB97M-V/def2-TZVPD",
  "total_charge": 1,
  "homo_ev": [-11.9689, -13.0575],
  "spin_multiplicity": 8,
  "orbital_gap_ev": [7.903, 9.028],
  "s2": 15.760,
  "elements": ["O", "C", "O", "O", "C", "C", "O", "C", "Eu", "H", "H", "H", "H", "H"],
  "positions_angstrom": [[1.68119, -0.22050, -0.38159], [2.83730, 2.37152, -0.03651], [3.57817, 2.97813, 0.56741], [-1.10993, 1.51040, 0.39576], [-1.81268, 0.54591, 0.66719], [-1.52758, -0.81113, 0.10370], [-0.49893, -0.73906, -0.84653], [0.84211, -1.27123, -0.50658], [0.51406, 1.47722, -1.13844], [-2.58742, 0.62500, 1.44755], [-2.45503, -1.20296, -0.34601], [-1.28473, -1.48239, 0.94514], [1.10152, -1.96915, -1.32069], [0.72194, -1.81176, 0.44960]]
}

Entry 8:
{
  "formula": "C34H50N8O3",
  "method": "wB97M-V/def2-TZVPD",
  "total_charge": 0,
  "homo_ev": -7.4529,
  "spin_multiplicity": 1,
  "orbital_gap_ev": 8.013,
  "de_lowest_kj_mol": 0.0,
  "elements": ["C", "C", "H", "H", "C", "N", "C", "N", "C", "N", "C", "C", "N", "C", "O", "C", "H", "H", "H", "H", "N", "C", "C", "C", "C", "C", "C", "O", "C", "H", "H", "H", "H", "C", "O", "N", "H", "C", "C", "C", "H", "H", "C", "N", "C", "C", "N", "C", "C", "H", "H", "H", "H", "C", "C", "C", "C", "H", "H", "H", "H", "H", "H", "H", "H", "H", "H", "H", "C", "C", "H", "H", "H", "H", "H", "H", "H", "H", "H", "H", "H", "C", "C", "H", "H", "H", "C", "H", "H", "H", "H", "H", "H", "H", "H"],
  "positions_angstrom": [[8.73242, 3.39814, -2.07825], [7.66384, 2.40698, -1.63680], [6.70066, 2.68789, -2.06519], [7.90689, 1.40626, -2.00297], [7.53348, 2.36144, -0.09695], [6.34975, 1.64885, 0.32606], [6.36711, 0.30579, 0.17829], [5.22299, -0.36375, 0.10934], [5.29166, -1.68447, -0.05644], [6.41616, -2.39238, -0.16408], [7.56134, -1.73158, -0.04977], [7.61716, -0.36378, 0.13604], [8.79102, 0.34932, 0.40261], [8.79458, 1.70436, 0.45755], [9.74529, 2.35062, 0.85289], [9.99273, -0.37329, 0.75903], [10.39045, -0.90594, -0.10661], [10.72239, 0.36106, 1.09738], [9.78719, -1.08391, 1.56049], [8.45032, -2.34408, -0.10065], [4.15660, -2.42827, -0.13223], [2.82592, -2.06220, -0.10341], [2.37988, -0.74722, -0.10843], [1.02767, -0.45623, -0.08997], [0.09009, -1.47935, -0.06410], [0.52837, -2.80474, -0.04396], [1.87372, -3.10756, -0.07181], [2.39138, -4.37635, -0.06914], [1.49293, -5.45851, -0.01109], [0.83496, -5.47979, -0.88519], [0.88670, -5.42678, 0.89889], [2.11269, -6.35388, -0.00292], [-0.22662, -3.57318, 0.00000], [-1.38170, -1.25048, -0.00023], [-2.13420, -2.04947, 0.52879], [-1.79930, -0.10143, -0.58300], [-1.11228, 0.45997, -1.05598], [-3.17571, 0.37053, -0.59029], [-4.10267, -0.60966, -1.31467], [-5.53003, -0.07406, -1.33442], [-5.55767, 0.87000, -1.88374], [-6.18061, -0.78489, -1.84750], [-6.03108, 0.14889, 0.10139], [-7.41914, 0.56411, 0.23051], [-8.38886, -0.49748, 0.05673], [-9.75047, -0.01647, 0.54948], [-10.17046, 1.14432, -0.21394], [-9.18256, 2.19533, -0.06491], [-7.82828, 1.70210, -0.56632], [-7.09628, 2.50367, -0.46370], [-7.93021, 1.44320, -1.63424], [-9.49802, 3.05921, -0.65601], [-9.08027, 2.50801, 0.98994], [-11.50154, 1.59556, 0.15208], [-12.55890, 0.59594, -0.25658], [-13.15400, -0.34901, 0.74323], [-13.97047, 0.78783, 0.20912], [-14.77598, 0.56920, -0.47492], [-14.17566, 1.61762, 0.86871], [-13.39892, -1.35188, 0.42722], [-12.81373, -0.28865, 1.76628], [-12.41378, 0.22680, -1.26402], [-11.58167, 1.80075, 1.23589], [-11.68111, 2.53627, -0.38019], [-10.48733, -0.80935, 0.41551], [-9.67552, 0.22153, 1.62598], [-8.07859, -1.36455, 0.64381], [-8.48672, -0.80170, -0.99986], [-5.10526, 1.14120, 0.81178], [-3.67886, 0.60528, 0.83689], [-3.01814, 1.31204, 1.34459], [-3.64224, -0.34175, 1.37525], [-5.11810, 2.10287, 0.29482], [-5.46719, 1.30042, 1.82787], [-5.95387, -0.80573, 0.63527], [-3.74296, -0.76484, -2.33496], [-4.06820, -1.56576, -0.79225], [-3.17600, 1.32504, -1.13033], [0.72134, 0.57929, -0.06033], [3.11344, 0.03940, -0.12534], [4.32574, -3.42373, -0.20075], [5.13252, 2.33845, 0.71834], [4.48350, 3.09332, -0.44103], [4.31144, 2.42068, -1.27794], [5.11038, 3.91951, -0.76842], [3.52648, 3.49728, -0.12076], [5.39160, 3.26514, 1.90640], [5.95413, 2.74421, 2.67732], [5.94591, 4.15244, 1.61014], [4.44286, 3.58606, 2.32793], [4.45658, 1.53966, 1.03854], [7.49593, 3.38211, 0.28858], [8.45122, 4.41087, -1.79774], [9.68564, 3.17032, -1.60854], [8.85858, 3.36244, -3.15761]]
}

no.,E_tot (hartree)
1,-1740.07394
2,-1009.23521
3,-4264.25215
4,-249.24461
5,-5235.57128
6,-462.62429
7,-1166.46148
8,-1989.40443